No. 1
{
  "formula": "C6H38N2O11",
  "method": "the ωB97M-V functional and the def2-TZVPD basis",
  "spin_multiplicity": 1,
  "relative_energy_kcal_mol": 89.22,
  "gap_ev": 9.27,
  "e_tot_ev": -32340.1861,
  "symbols": ["O", "O", "O", "O", "O", "O", "O", "O", "O", "O", "O", "N", "N", "C", "C", "C", "C", "C", "C", "H", "H", "H", "H", "H", "H", "H", "H", "H", "H", "H", "H", "H", "H", "H", "H", "H", "H", "H", "H", "H", "H", "H", "H", "H", "H", "H", "H", "H", "H", "H", "H", "H", "H", "H", "H", "H", "H"],
  "coordinates": [[3.715097, -1.855588, 1.021319], [-2.521544, 3.110774, 0.136973], [2.231913, -0.094669, -3.455457], [-0.692928, 0.676097, -3.159966], [-2.029776, 0.030828, -0.851627], [-2.692024, -1.876241, 2.205618], [-3.208393, -2.912146, -1.056017], [0.059802, 2.367798, 3.127116], [-0.078527, -1.035014, 2.997932], [-1.857457, 0.610977, 1.834734], [2.408559, -0.271958, 2.566265], [0.137471, 2.531593, -1.272106], [0.860327, -0.368539, -0.658808], [0.577004, -1.572348, 0.093814], [1.103650, -2.772823, -0.751007], [1.399402, 1.931036, -0.823910], [0.160770, -2.980773, -1.954766], [0.157923, 3.987795, -1.019017], [1.115712, 0.864954, 0.285514], [1.094113, -1.488023, 1.040708], [-0.891894, -3.193354, -1.750461], [-0.645247, 4.589580, -1.542590], [0.285613, 1.121743, 0.920576], [0.770490, -0.909626, 3.435621], [1.112881, -3.719972, -0.186587], [-1.899260, 2.865454, -0.556557], [2.040638, 2.725916, -0.368162], [2.345671, -0.064415, -2.492283], [1.917073, 1.500034, -1.710930], [-2.474992, 2.443086, 0.837838], [2.942456, 0.394751, 3.014001], [-0.200538, 4.312731, -0.033922], [2.141543, -2.559893, -0.939894], [-2.526635, -2.012947, 3.151177], [-3.225870, -2.522923, -0.161131], [-1.438066, 0.196346, -1.621188], [-1.814644, 0.556224, 0.869647], [1.724541, -0.836504, -3.819956], [-2.640998, -2.260476, -1.497107], [2.027400, 0.626493, 0.855186], [3.513429, -2.720577, 1.358910], [1.188859, 4.520877, -1.139822], [0.315509, -2.203632, -2.719047], [0.107385, -0.086551, -1.251831], [-0.502412, -1.646950, 0.292280], [-2.801718, 0.596075, -0.930741], [0.255809, 0.484274, -3.055066], [0.323448, 1.451916, 2.970562], [-0.887723, 0.792550, -4.090545], [-0.050248, 2.361940, -2.264215], [3.042823, -0.812674, 2.026036], [0.291576, -3.972423, -2.431663], [-0.773209, 2.326954, 2.623670], [-0.341580, -0.187290, 2.586419], [3.333213, -1.742308, 0.150857], [-2.368647, -0.174429, 2.115471], [-1.853092, -2.211526, 1.862890]],
  "atomic_forces_ev_per_a": [[0.915, 0.575, 0.040], [-0.608, 0.087, 0.169], [-0.024, 0.751, -0.868], [0.126, -0.238, 0.122], [0.225, -0.462, -0.078], [0.042, -0.591, 0.391], [0.403, 0.658, 0.517], [-0.426, -0.405, -0.545], [-0.557, -0.114, 0.445], [-0.115, 0.818, 0.204], [0.913, 0.094, 0.795], [0.026, 1.753, -0.258], [1.178, 1.602, 2.166], [0.101, -0.848, -0.763], [-2.201, -0.292, 1.119], [-0.065, 0.492, 1.395], [0.889, -1.227, -0.942], [-0.062, 2.211, -0.091], [1.514, -1.295, -4.037], [-0.105, -0.173, 0.062], [0.015, 1.104, 0.773], [1.023, -1.015, -0.519], [-0.227, 0.131, 0.007], [0.067, 0.122, -0.321], [-0.142, 0.346, 0.169], [0.350, -0.363, 0.285], [-0.351, -0.504, -0.577], [-0.599, -1.103, -0.168], [-0.107, 0.295, 0.992], [0.139, 0.123, -0.264], [-0.003, -0.056, 0.028], [0.566, -0.965, 0.497], [0.279, 0.004, -0.998], [-0.296, 0.111, -0.030], [-0.287, -0.406, -0.309], [-1.227, 0.359, 0.269], [0.087, -0.418, -0.260], [0.477, -0.013, 0.995], [-0.294, -0.125, -0.081], [-0.824, 0.327, -0.398], [-0.263, -0.677, -0.112], [-1.660, -1.049, -0.222], [-0.444, -0.253, 0.212], [-0.213, -0.246, 0.107], [0.224, -0.312, 0.070], [-0.096, 0.204, -0.396], [0.060, 0.078, -0.687], [0.523, 0.228, 0.430], [0.111, -0.112, -0.216], [0.317, 0.242, 0.703], [-0.399, 0.287, 0.413], [0.953, 0.491, -0.175], [0.089, 0.443, 0.384], [-0.036, -0.654, 0.224], [-0.197, -0.228, -0.213], [0.074, 0.070, -0.228], [0.143, 0.139, -0.226]]
}

***

No. 2
{
  "formula": "C6H39NO12",
  "method": "the ωB97M-V functional and the def2-TZVPD basis",
  "spin_multiplicity": 1,
  "relative_energy_kcal_mol": 61.16,
  "gap_ev": 9.89,
  "e_tot_ev": -32914.8070,
  "symbols": ["O", "O", "O", "O", "O", "O", "O", "O", "O", "O", "O", "O", "N", "C", "C", "C", "C", "C", "C", "H", "H", "H", "H", "H", "H", "H", "H", "H", "H", "H", "H", "H", "H", "H", "H", "H", "H", "H", "H", "H", "H", "H", "H", "H", "H", "H", "H", "H", "H", "H", "H", "H", "H", "H", "H", "H", "H", "H"],
  "coordinates": [[3.641217, 2.011859, -2.015049], [-1.929729, -0.928530, 2.533661], [2.354893, 2.570595, 1.485882], [-2.380157, 2.856397, -1.677152], [0.178151, 3.503557, -1.003853], [0.203476, -0.308075, 3.825957], [1.634755, -3.331039, 3.338485], [-2.576095, 2.145238, 2.571617], [-4.221722, -0.268428, -1.919956], [2.749344, -0.852565, 3.286148], [3.479517, -0.417543, 0.158031], [-4.070642, -1.450375, 1.154297], [0.316706, -0.099725, -0.030116], [-0.589116, 0.435395, -3.033705], [1.914565, -2.523105, -3.094766], [-1.437044, -1.524475, -1.039896], [0.064266, -1.088455, -1.047750], [0.709279, -1.643444, -3.451179], [0.456691, -0.518569, -2.430850], [2.630357, 0.010651, 0.317291], [3.136914, 3.103464, 1.655540], [4.122415, -0.219840, 0.841247], [-4.664704, 0.140383, -2.675448], [-1.876914, -1.965431, -1.927742], [-0.396594, -0.032321, 3.118531], [-3.345364, 0.117698, -2.052532], [4.199532, 1.533333, -1.396293], [-2.768732, 1.234843, 2.830976], [0.529604, 3.840287, -1.831537], [-0.193168, -2.244281, -3.557687], [-3.028389, 3.518818, -1.418261], [-2.532642, -1.255831, 1.819932], [-1.932196, -1.366209, 3.383395], [1.370115, 0.055327, -2.293286], [-0.065152, 0.809698, -0.255870], [2.284640, -2.572874, -2.065724], [1.788574, -3.583033, -3.321421], [-0.328517, 1.502125, -3.034307], [-1.567166, -2.140898, -0.146624], [0.620222, -2.022107, -1.041193], [-4.642764, -0.769694, 1.538725], [0.937253, -1.147905, -4.392120], [2.775260, -2.121771, -3.636029], [-0.120724, -0.345456, 0.853764], [3.135838, 1.314710, -2.440977], [-1.591409, 0.484548, -2.626582], [-0.165944, -0.202627, 4.702692], [-1.530907, 3.176170, -1.288128], [1.611840, 3.179215, 1.548403], [2.223681, -2.545902, 3.254807], [-3.799066, -0.939338, 0.369561], [2.364422, -0.678181, 4.149609], [0.676248, 2.723144, -0.743617], [2.026102, -0.692614, 2.676615], [-2.030387, -0.649974, -0.754092], [-0.620093, 0.268837, -4.110632], [1.506881, -3.631978, 2.435491], [-1.626236, 2.120280, 2.448738]],
  "atomic_forces_ev_per_a": [[-0.088, 0.202, -0.156], [0.483, 1.158, -0.944], [-0.192, -0.145, -0.049], [0.300, 0.225, 0.261], [-0.330, 0.187, 0.446], [0.810, 0.169, 0.035], [0.244, 0.158, -0.103], [-0.148, -0.179, 0.109], [0.235, 0.443, -0.528], [0.937, -0.116, -0.087], [0.302, -0.395, -0.833], [-0.201, 1.001, -0.749], [0.875, -0.153, 1.129], [0.444, 1.247, -0.736], [0.791, -0.240, -0.079], [0.385, 0.740, 1.415], [-1.691, -0.077, -2.290], [0.575, 0.039, 1.042], [-0.900, 0.139, -0.068], [-0.030, 0.226, 0.372], [-0.007, 0.039, -0.029], [-0.427, 0.201, 0.366], [-0.473, -0.225, 0.226], [0.237, -0.243, -0.055], [-0.390, -0.206, 0.668], [0.082, -0.103, 0.374], [-0.052, -0.156, 0.208], [-0.026, -0.058, -0.076], [0.327, -0.199, -0.031], [-0.125, 0.063, -0.126], [-0.053, -0.105, 0.015], [-0.165, -0.330, 1.489], [-0.397, -0.761, -0.320], [0.354, -0.111, 0.062], [-0.224, -0.143, -0.449], [-0.561, 0.557, 0.199], [-0.080, 0.126, -0.523], [0.406, -0.138, 0.485], [-0.061, -0.589, -0.329], [0.536, 0.231, 1.228], [-0.127, -0.407, 0.431], [-0.250, -0.198, -0.230], [0.064, -0.378, -0.124], [0.039, -0.228, -0.051], [0.005, -0.093, -0.029], [-0.043, -0.579, 0.078], [-0.457, 0.288, -0.170], [-0.520, -0.297, -0.359], [0.103, 0.112, 0.033], [-0.321, -0.483, 0.128], [-0.155, -0.632, -0.396], [-0.171, 0.139, -0.130], [0.510, 0.068, -0.276], [-0.173, 0.257, 0.056], [0.067, 0.187, -0.407], [-0.498, -0.313, -0.032], [0.000, -0.091, -0.015], [0.227, 0.169, -0.075]]
}